Entry w
C32H38N7OPdS2 as an isolated structure, computed with ωB97M-V/def2-TZVPD.

Structure (XYZ):
```
81
Properties=species:S:1:pos:R:3:mulliken_charge:R:1
Pd -0.27 0.48 -0.26 -0.25
C 5.35 -1.94 -3.20 -1.46
C 3.90 -1.88 -2.77 0.71
C 3.09 -2.97 -2.43 -0.81
C 1.78 -2.80 -2.01 -0.53
C 1.18 -1.51 -1.93 0.27
N -0.04 -1.31 -1.37 0.41
C -1.11 -1.87 -2.00 0.86
C -1.27 -1.83 -3.43 -0.61
C -2.48 -2.17 -4.02 -1.12
C -3.60 -2.56 -3.29 0.70
C -4.89 -3.00 -3.98 -1.39
C -3.51 -2.54 -1.91 -0.49
C -2.24 -2.38 -1.29 0.45
N -2.15 -2.89 0.01 0.63
C -3.09 -2.82 1.03 -0.23
C -2.58 -3.61 2.05 -0.71
C -1.33 -4.12 1.61 -0.50
N -1.01 -3.65 0.40 -0.63
C 1.97 -0.40 -2.42 -0.52
C 3.32 -0.62 -2.85 -0.64
N 1.39 0.86 -2.72 0.88
C 1.79 1.75 -3.67 -0.25
C 0.95 2.84 -3.61 -0.99
C -0.01 2.59 -2.58 -0.79
N 0.23 1.38 -2.06 0.01
H 5.67 -2.98 -3.35 0.37
H 6.00 -1.53 -2.43 0.28
H 5.51 -1.35 -4.12 0.30
H 3.54 -3.96 -2.51 0.27
H 1.17 -3.65 -1.70 0.49
H -0.47 -1.40 -4.02 0.45
H -2.59 -2.10 -5.11 0.20
H -4.73 -3.04 -5.08 0.32
H -5.73 -2.33 -3.77 0.30
H -5.18 -3.99 -3.61 0.31
H -4.38 -2.80 -1.26 0.21
H -4.06 -2.29 0.93 0.41
H -3.14 -3.84 2.98 0.37
H -0.65 -4.76 2.12 0.43
H 3.82 0.27 -3.27 0.22
H 2.56 1.63 -4.42 0.39
H 1.10 3.72 -4.19 0.39
H -0.90 3.14 -2.28 0.38
C -1.43 2.55 1.76 -0.96
S -1.11 0.78 1.91 1.20
O -0.11 0.57 2.97 -0.71
C -2.73 0.27 2.48 0.36
C -2.84 -0.46 3.63 -0.34
C -4.12 -0.83 4.09 -0.60
C -5.25 -0.48 3.33 -0.43
C -5.09 0.32 2.19 -0.76
C -3.84 0.66 1.73 -0.38
H -1.55 2.88 2.78 0.42
H -2.33 2.69 1.15 0.40
H -0.54 3.06 1.30 0.03
H -1.91 -0.72 4.12 0.44
H -4.23 -1.34 5.06 0.40
H -6.23 -0.86 3.64 0.34
H -5.94 0.63 1.60 0.34
H -3.74 1.11 0.73 0.20
C 2.80 2.83 4.31 -1.25
N 3.07 1.92 3.20 0.26
C 3.25 0.49 3.52 -1.13
C 2.80 2.26 1.92 -0.08
S 2.44 1.11 0.68 -0.11
N 2.86 3.59 1.59 0.26
C 2.18 4.13 0.38 -0.78
C 3.89 4.46 2.17 -1.25
H 2.34 2.29 5.14 0.43
H 2.10 3.61 3.97 0.37
H 3.74 3.29 4.63 0.34
H 3.77 0.42 4.48 0.44
H 3.88 0.12 2.69 0.43
H 2.29 -0.03 3.53 0.23
H 1.26 3.60 0.14 -0.11
H 2.82 3.98 -0.48 0.36
H 2.05 5.20 0.57 0.39
H 4.61 3.92 2.78 0.42
H 3.45 5.27 2.75 0.32
H 4.44 4.96 1.36 0.40
```

Computed properties:
HOMO energy	-2.23	eV
charge	-1
HOMO-LUMO gap	0.1740	Ha
multiplicity	1
LUMO	0.0922	Eh

***

Entry x
C32H38N7OPdS2 as an isolated structure, computed with ωB97M-V/def2-TZVPD.

Structure (XYZ):
```
81
Properties=species:S:1:pos:R:3:mulliken_charge:R:1
Pd 0.69 0.25 0.13 0.49
C 5.44 -3.84 -2.70 -1.45
C 4.60 -2.77 -2.11 0.84
C 5.02 -1.43 -2.17 -0.99
C 4.26 -0.47 -1.56 -0.19
C 3.16 -0.79 -0.78 0.54
N 2.58 0.20 -0.09 0.57
C 3.18 1.14 0.64 1.20
C 4.32 0.86 1.37 0.15
C 5.01 1.85 2.07 -1.05
C 4.54 3.18 2.07 0.66
C 5.34 4.32 2.64 -1.45
C 3.31 3.46 1.45 -0.81
C 2.61 2.49 0.73 -0.86
N 1.54 2.89 -0.09 0.88
C 1.28 4.12 -0.61 -0.08
C 0.44 3.97 -1.70 -1.05
C 0.19 2.60 -1.83 -0.63
N 0.85 1.98 -0.82 -0.67
C 2.67 -2.17 -0.71 -0.63
C 3.43 -3.12 -1.43 -0.89
N 1.88 -2.49 0.38 0.71
C 1.83 -3.65 1.13 -0.10
C 1.20 -3.40 2.33 -0.92
C 0.74 -2.06 2.23 -0.99
N 1.11 -1.55 1.04 -0.36
H 6.49 -3.48 -2.78 0.35
H 5.10 -4.10 -3.70 0.27
H 5.47 -4.73 -2.07 0.34
H 5.94 -1.23 -2.70 0.29
H 4.55 0.60 -1.54 0.43
H 4.69 -0.16 1.29 0.47
H 5.96 1.63 2.58 0.24
H 6.16 3.88 3.19 0.35
H 4.72 4.92 3.29 0.34
H 5.75 4.96 1.85 0.26
H 2.90 4.45 1.52 0.38
H 1.73 5.01 -0.19 0.31
H 0.07 4.79 -2.31 0.41
H -0.35 1.98 -2.56 0.45
H 3.10 -4.17 -1.49 0.37
H 2.31 -4.56 0.77 0.32
H 1.08 -4.08 3.15 0.44
H 0.25 -1.45 2.97 0.52
C -3.40 0.57 1.13 -0.54
S -2.21 1.33 -0.03 0.29
O -2.58 0.65 -1.35 -0.54
C -2.86 3.03 -0.14 0.36
C -3.70 3.37 -1.18 -0.46
C -4.46 4.54 -1.08 -0.46
C -4.40 5.31 0.08 -0.45
C -3.42 5.04 1.05 -0.46
C -2.73 3.83 1.00 -0.52
H -4.32 1.14 1.22 0.41
H -2.97 0.47 2.13 0.34
H -3.52 -0.44 0.72 -0.15
H -3.83 2.66 -2.00 0.38
H -5.05 4.90 -1.92 0.35
H -5.08 6.13 0.20 0.38
H -3.19 5.77 1.85 0.33
H -2.03 3.55 1.83 0.27
C -4.27 -4.76 0.36 -1.18
N -3.48 -3.58 0.65 0.42
C -2.87 -3.48 1.96 -0.92
C -3.03 -2.82 -0.39 -0.55
S -1.38 -2.52 -0.65 0.04
N -3.98 -2.45 -1.26 0.49
C -3.60 -1.98 -2.58 -1.06
C -5.38 -2.25 -0.91 -1.28
H -3.71 -5.64 0.64 0.39
H -4.49 -4.82 -0.71 0.33
H -5.19 -4.75 0.96 0.32
H -3.67 -3.55 2.70 0.33
H -2.34 -2.54 2.05 0.15
H -2.18 -4.32 2.14 0.32
H -2.89 -2.68 -3.06 0.36
H -3.16 -1.00 -2.55 0.23
H -4.53 -1.98 -3.15 0.46
H -5.55 -2.17 0.15 0.37
H -5.98 -3.08 -1.33 0.32
H -5.72 -1.33 -1.40 0.51
```

Computed properties:
HOMO energy (alpha / beta)	-0.45 / -0.44	eV
charge	-1
HOMO-LUMO gap (alpha / beta)	0.1045 / 0.1041	Ha
multiplicity	1
LUMO (alpha / beta)	0.0878 / 0.0878	Eh

***

Relative energies, unit hartree: entry w 0.0000; entry x 0.0895

***

Entry w
An isolated ion of composition C3H3OS2 and charge -1, computed with ωB97M-V/def2-TZVPD.

Structure (XYZ):
```
9
Properties=species:S:1:pos:R:3:nbo_charge:R:1
C -0.12 0.03 -0.16 -0.64
C -1.61 -0.60 -0.23 -0.13
S -1.96 -2.20 0.04 -0.14
C -2.65 0.42 -0.38 0.30
O -3.20 0.93 -1.31 -0.61
S -2.85 0.92 1.27 -0.43
H 0.41 -0.23 -1.10 0.20
H 0.48 -0.47 0.55 0.22
H -0.16 1.08 -0.08 0.22
```

Computed properties:
HOMO energy (alpha / beta)	-3.56 / -3.56	eV
charge	-1
HOMO-LUMO gap (alpha / beta)	0.2631 / 0.2631	Ha
multiplicity	1
SMILES string	CC(=S)C([O-])=S
LUMO (alpha / beta)	0.1324 / 0.1324	Eh

***

Entry x
C3H3OS2 as an isolated structure, computed with ωB97M-V/def2-TZVPD.

Structure (XYZ):
```
9
Properties=species:S:1:pos:R:3:nbo_charge:R:1
C -0.23 -0.06 -0.61 -0.13
C -1.33 0.18 0.35 0.26
C 1.07 -0.32 0.08 -0.68
O -2.16 -0.61 0.79 -0.64
S -0.51 0.31 -2.19 -0.11
S -1.09 1.80 0.71 -0.37
H 1.63 0.50 0.43 0.25
H 1.85 -0.78 -0.53 0.21
H 0.77 -1.02 0.97 0.22
```

Computed properties:
HOMO energy	-3.54	eV
charge	-1
HOMO-LUMO gap	0.2624	Ha
multiplicity	1
LUMO	0.1325	Eh

***

Relative energies, unit hartree: entry w 0.0000; entry x 0.0031

***

Entry w
A 6-piece molecular cluster, C9H30O6 overall, computed with ωB97M-V/def2-TZVPD.

Structure (XYZ):
```
45
Properties=species:S:1:pos:R:3:nbo_charge:R:1
C 21.19 -7.15 -9.70 -0.65
C 22.37 -6.20 -9.56 0.10
C 21.84 -4.82 -9.15 -0.64
O 23.15 -6.61 -8.46 -0.72
H 20.76 -6.89 -10.66 0.21
H 20.42 -7.14 -8.93 0.21
H 21.71 -8.09 -9.90 0.22
H 22.97 -6.21 -10.47 0.18
H 21.38 -4.73 -8.17 0.21
H 21.27 -4.47 -10.01 0.20
H 22.69 -4.14 -9.10 0.21
H 22.47 -6.89 -7.84 0.46
C 32.49 -8.91 -11.96 -0.62
C 32.48 -9.98 -10.87 0.10
C 31.26 -10.88 -10.78 -0.64
O 33.65 -10.76 -11.17 -0.74
H 31.58 -8.32 -11.97 0.21
H 32.71 -9.35 -12.94 0.22
H 33.36 -8.29 -11.73 0.22
H 32.66 -9.49 -9.91 0.15
H 31.38 -11.92 -10.47 0.21
H 30.80 -10.93 -11.77 0.21
H 30.64 -10.44 -10.00 0.21
H 33.65 -11.62 -10.73 0.47
C 28.99 -3.06 -4.76 -0.63
C 28.61 -3.41 -3.28 0.11
C 27.08 -3.59 -3.24 -0.63
O 29.16 -4.62 -3.02 -0.72
H 28.97 -3.88 -5.48 0.22
H 30.02 -2.72 -4.83 0.21
H 28.35 -2.23 -5.08 0.21
H 28.90 -2.69 -2.52 0.15
H 26.52 -2.65 -3.18 0.21
H 26.85 -4.23 -2.39 0.20
H 26.82 -4.06 -4.19 0.21
H 28.91 -4.91 -2.14 0.47
O 24.98 -11.99 -9.91 -0.94
H 25.11 -11.22 -9.36 0.47
H 24.93 -12.72 -9.29 0.47
O 27.64 -8.05 -5.41 -0.94
H 28.19 -7.36 -5.04 0.47
H 27.00 -7.59 -5.96 0.47
O 32.62 -11.24 -4.33 -0.93
H 31.79 -10.99 -4.73 0.47
H 32.68 -12.19 -4.47 0.47
```

Computed properties:
HOMO energy	-10.01	eV
HOMO-LUMO gap	0.3816	Ha
multiplicity	1
SMILES string	CC(C)O.CC(C)O.CC(C)O.O.O.O
LUMO	0.0137	Eh

***

Entry x
A 6-piece molecular cluster, C9H30O6 overall, computed with ωB97M-V/def2-TZVPD.

Structure (XYZ):
```
45
Properties=species:S:1:pos:R:3:nbo_charge:R:1
C -0.98 3.03 1.27 -0.62
C -2.26 3.31 0.58 -0.06
O -3.18 3.48 1.58 -0.72
H -0.25 2.74 0.56 0.20
H -1.03 2.19 1.99 0.20
H -0.54 3.90 1.75 0.21
H -2.50 2.40 0.09 0.16
H -2.09 4.08 -0.23 0.16
H -3.74 2.70 1.69 0.48
C -0.49 -0.37 1.15 -0.64
C -0.74 -1.56 2.03 -0.06
O -0.80 -1.16 3.34 -0.72
H 0.23 0.31 1.53 0.20
H -1.45 0.13 1.02 0.21
H -0.19 -0.78 0.13 0.22
H 0.14 -2.23 2.03 0.14
H -1.65 -2.07 1.94 0.18
H -0.10 -0.54 3.51 0.46
C 0.42 -2.57 -1.63 -0.60
C 0.23 -3.98 -2.22 -0.06
O 0.23 -4.74 -1.08 -0.72
H 0.44 -1.85 -2.35 0.20
H 1.24 -2.45 -0.99 0.22
H -0.55 -2.33 -1.04 0.17
H 1.10 -4.06 -2.82 0.17
H -0.61 -4.18 -2.87 0.16
H -0.62 -5.04 -0.85 0.47
C -1.24 1.89 -2.53 -0.26
O -1.01 0.84 -1.60 -0.76
H -2.08 2.47 -2.20 0.17
H -1.49 1.55 -3.58 0.18
H -0.45 2.57 -2.62 0.19
H -1.48 0.01 -1.80 0.49
C 2.74 -0.82 1.17 -0.25
O 3.10 -1.93 2.13 -0.75
H 3.54 -0.61 0.39 0.19
H 2.50 -0.01 1.70 0.16
H 1.87 -1.15 0.61 0.18
H 2.49 -2.65 2.09 0.47
C 2.15 1.79 -0.40 -0.26
O 1.79 0.85 -1.47 -0.77
H 2.19 2.84 -0.86 0.18
H 3.00 1.48 0.16 0.18
H 1.29 1.61 0.28 0.17
H 0.85 0.90 -1.59 0.48
```

Computed properties:
HOMO energy	-10.02	eV
HOMO-LUMO gap	0.3764	Ha
multiplicity	1
SMILES string	CCO.CCO.CCO.CO.CO.CO
LUMO	0.0081	Eh

***

Relative energies, unit hartree: entry w 0.0000; entry x 0.1171

***

Entry w
A 2-piece molecular cluster, C2H2IN3O overall, computed with ωB97M-V/def2-TZVPD.

Structure (XYZ):
```
9
Properties=species:S:1:pos:R:3:nbo_charge:R:1
C 0.29 -0.57 -0.31 -0.10
C -0.32 1.37 1.38 0.87
N 0.03 -0.73 -1.47 -0.04
N -0.47 0.75 2.38 -0.77
N -0.11 -0.43 -2.64 -0.42
O -0.19 2.07 0.45 -0.52
I 1.60 -1.68 0.80 0.21
H 0.03 -0.06 2.59 0.41
H -0.86 -0.72 -3.18 0.36
```

Computed properties:
HOMO energy	-9.13	eV
HOMO-LUMO gap	0.3063	Ha
multiplicity	1
LUMO	-0.0292	Eh

***

Entry x
C2H2IN3O as an isolated structure, computed with ωB97M-V/def2-TZVPD.

Structure (XYZ):
```
9
Properties=species:S:1:pos:R:3:nbo_charge:R:1
C 0.81 1.26 0.04 -0.13
C 0.89 -0.30 0.01 0.63
N 0.37 1.89 -0.86 -0.14
N -0.30 -0.90 -0.15 -0.48
N -1.35 -0.44 -0.87 -0.29
O 1.94 -0.91 0.23 -0.53
I -3.02 -0.20 0.22 0.31
H 1.04 1.40 1.06 0.22
H -0.37 -1.80 0.33 0.40
```

Computed properties:
HOMO energy (alpha / beta)	-9.52 / -9.60	eV
HOMO-LUMO gap (alpha / beta)	0.2761 / 0.3187	Ha
multiplicity	1
LUMO (alpha / beta)	-0.0737 / -0.0342	Eh

***

Relative energies, unit hartree: entry w 0.0000; entry x 0.0578

***

Entry w
C11H11NO2V as an isolated structure, computed with ωB97M-V/def2-TZVPD.

Structure (XYZ):
```
26
Properties=species:S:1:pos:R:3:nbo_charge:R:1
V -0.49 -0.15 0.02 1.66
C -2.72 -0.20 -1.02 -0.81
H -2.84 -1.12 -0.42 0.29
H -3.45 0.58 -0.70 0.30
H -2.99 -0.45 -2.06 0.30
H -1.66 0.34 -1.14 0.07
H -0.59 0.48 -1.52 0.07
O -1.15 -1.62 3.69 -0.40
C -0.71 -1.13 2.64 0.69
O -1.46 -0.95 1.57 -0.62
C 0.70 -0.71 2.54 0.12
C 1.47 -0.93 3.69 -0.20
C 2.79 -0.55 3.60 0.03
C 3.32 0.02 2.42 -0.10
C 4.68 0.37 2.36 -0.10
C 5.17 0.91 1.20 -0.16
C 4.35 1.12 0.06 -0.10
C 3.02 0.78 0.12 -0.19
C 2.45 0.21 1.27 0.17
N 1.13 -0.17 1.36 -0.57
H 1.02 -1.38 4.58 0.31
H 3.42 -0.73 4.48 0.26
H 5.29 0.19 3.26 0.26
H 6.20 1.18 1.16 0.26
H 4.75 1.53 -0.86 0.27
H 2.37 0.93 -0.74 0.21
```

Computed properties:
⟨S²⟩	0.95
HOMO energy (alpha / beta)	-16.79 / -16.45	eV
charge	+2
HOMO-LUMO gap (alpha / beta)	0.1771 / 0.1623	Ha
multiplicity	2
LUMO (alpha / beta)	-0.4398 / -0.4423	Eh

***

Entry x
C11H11NO2V as an isolated structure, computed with ωB97M-V/def2-TZVPD.

Structure (XYZ):
```
26
Properties=species:S:1:pos:R:3:mulliken_charge:R:1
V -0.73 0.32 -1.59 1.11
C -0.21 0.29 -5.59 -0.71
H 0.87 0.40 -5.52 0.25
H -0.46 -0.75 -5.81 0.27
H -0.59 0.92 -6.40 0.31
H -0.67 0.57 -4.60 -0.09
H -2.25 0.79 -1.74 0.28
O 3.01 -1.38 -1.53 -0.41
C 1.93 -0.84 -1.34 0.95
O 1.09 -0.36 -2.24 -0.48
C 1.45 -0.67 0.07 -0.05
C 2.18 -1.04 1.21 -0.44
C 1.63 -0.82 2.45 -0.39
C 0.35 -0.22 2.55 0.91
C -0.30 0.03 3.79 -0.67
C -1.55 0.61 3.82 -0.75
C -2.21 0.97 2.63 -0.79
C -1.61 0.74 1.38 -0.51
C -0.35 0.14 1.35 1.58
N 0.22 -0.11 0.12 -0.75
H 3.15 -1.50 1.05 0.52
H 2.16 -1.10 3.36 0.50
H 0.24 -0.25 4.70 0.43
H -2.03 0.80 4.78 0.43
H -3.20 1.43 2.67 0.44
H -2.10 1.02 0.44 0.06
```

Computed properties:
⟨S²⟩	0.91
HOMO energy (alpha / beta)	-17.44 / -17.07	eV
charge	+2
HOMO-LUMO gap (alpha / beta)	0.1829 / 0.1691	Ha
multiplicity	2
LUMO (alpha / beta)	-0.4582 / -0.4583	Eh

***

Relative energies, unit hartree: entry w 0.0000; entry x 0.0106